1.
# C50H56AsN4O3PbTe

C50H56AsN4O3PbTe as an isolated structure in a non-equilibrium geometry (ωB97M-V/def2-TZVPD, OMol25).

M = 1170.745 g/mol
HOMO level = -10.1348 eV
gap between HOMO and LUMO = 8.065 eV
charge = +1
lowest unoccupied orbital energy = -2.070 eV
max |F| = 1.527 eV/A

Last column: Mulliken charge in e.
Cartesian coordinates (Å):
1 C -2.7687 -3.1379 3.4463  -0.63
2 H 2.3700 0.8552 4.4692  0.82
3 C -5.9120 -4.6527 -1.3382  -1.09
4 H 2.9669 0.2151 2.9134  0.03
5 H -5.4458 -1.1007 3.5229  0.49
6 H 0.1924 0.4099 -3.9167  0.36
7 O 0.7381 2.2328 -0.5559  0.08
8 C 1.0041 -1.7209 -2.4695  0.92
9 Te 0.6290 -0.9970 3.5578  0.16
10 C 2.8830 -3.5068 0.2761  -2.63
11 C -3.3609 -4.2812 -2.3821  -0.01
12 H 2.7204 5.0938 -2.8518  0.54
13 H -2.6931 0.5272 1.8004  0.18
14 C 2.9663 -1.1337 -0.5531  2.23
15 H -6.1648 -6.1208 -2.8649  0.35
16 C 2.5814 -0.1515 -1.4812  0.72
17 H -2.6266 2.8217 2.1175  0.32
18 C 3.7834 -3.4199 5.0503  -0.74
19 H -6.1706 1.0476 -1.9223  0.43
20 H 1.8622 -3.3181 2.8434  -0.07
21 C 0.0888 4.6237 -4.9277  -0.65
22 H 1.8773 0.8092 -4.1943  0.48
23 N -1.8614 2.3496 1.6382  -0.52
24 H -0.1780 4.6680 -5.9714  0.46
25 C 2.9856 -2.4574 4.4623  0.54
26 C 1.1132 0.6595 -3.4172  -1.85
27 H 0.8160 -4.5841 -0.6575  0.39
28 H -5.3813 -0.9781 -0.9679  0.24
29 C -0.5688 4.2383 -2.6376  -0.18
30 C 1.3823 4.9206 -4.5138  -0.89
31 H 2.9392 1.8418 -2.2974  0.34
32 H -2.7142 1.1936 0.2701  0.14
33 C -3.8431 -2.4233 3.9750  -0.72
34 C 1.8043 3.7454 1.0980  -0.72
35 C -4.5938 -1.6187 3.1347  -0.69
36 N 1.7339 5.5205 -0.2637  -0.17
37 C 0.7450 4.5127 -2.2574  -0.55
38 C 2.6552 6.0123 1.9866  -1.73
39 C 0.8630 -4.1101 -1.6282  -1.82
40 H 3.6075 -3.1789 1.0290  0.51
41 C -5.1176 0.8390 -2.0366  -0.90
42 N -2.1940 1.0831 1.1333  0.01
43 H 3.4366 1.6663 -0.6225  0.24
44 H 3.9896 -1.2930 1.3752  0.29
45 C 1.7136 4.8725 -3.1791  0.25
46 H 2.0418 3.0989 1.9320  0.37
47 C 1.4031 -2.7035 -1.5563  1.49
48 H 1.8431 7.5814 -0.0010  0.43
49 C 1.6821 -2.8552 3.8155  -0.70
50 H -1.3539 -0.0138 -2.0610  -0.14
51 H -3.9117 -5.8068 -3.8038  0.47
52 H 0.0691 -3.1461 -3.8269  0.55
53 C -0.8782 4.3022 -4.0104  -0.64
54 H 4.8031 0.2739 5.2934  0.48
55 C 1.1952 6.8456 -0.4983  -1.14
56 C 4.4993 -0.7634 5.2080  -0.83
57 H 5.5031 -3.8341 6.2158  0.43
58 H -4.9126 -0.9561 1.1491  0.20
59 H -1.8850 4.1037 -4.3174  0.55
60 C -3.7773 -3.5247 -1.2943  0.53
61 H 0.9154 1.6150 -2.9322  -0.31
62 H 0.0435 -1.4737 -4.4002  0.49
63 H 3.5639 6.4867 1.5990  0.37
64 H -4.0959 -2.5007 5.0297  0.40
65 N 1.1012 4.4462 -0.8964  1.11
66 C 2.0737 5.0746 0.9851  0.19
67 H -5.4307 -3.1404 0.0346  0.25
68 H -1.0268 -1.9910 -3.1184  0.35
69 H 1.4852 -4.7443 -2.2619  0.38
70 H 2.0935 -4.0162 0.8047  0.30
71 C 1.1375 3.3478 -0.1059  -0.26
72 O -0.6096 3.2681 3.2462  -0.74
73 H -2.3620 -4.1301 -2.8050  0.13
74 H -2.1553 2.0195 -3.1915  0.44
75 H -0.1337 -4.1397 -2.0600  0.06
76 C 2.5199 -0.0620 3.8785  -0.44
77 C -5.4819 -5.3938 -2.4249  -0.36
78 H -6.9095 -4.7886 -0.9770  0.45
79 C -4.2123 -5.2254 -2.9685  -1.00
80 C -2.4310 0.2495 -2.0257  1.13
81 C -2.4161 -2.9901 2.1127  -1.00
82 H 1.9245 6.8074 2.1959  0.38
83 C 1.5363 -0.4155 -2.4093  1.20
84 C 4.1262 -0.8757 0.3932  -2.27
85 H 4.4016 0.9162 -1.9221  0.48
86 H -2.2176 -3.8243 4.0557  0.49
87 C -2.8792 1.3978 -2.6739  -0.66
88 C 3.3536 -1.1220 4.5178  0.22
89 H -1.2987 3.9979 -1.8734  0.44
90 C -3.1577 -2.1896 1.2571  0.74
91 C -4.2541 -1.5193 1.7976  -0.34
92 H 3.4561 -4.4459 4.9545  0.47
93 H 2.1497 5.1881 -5.2186  0.44
94 H 5.0664 -1.3162 0.0008  0.30
95 C -0.6849 2.4145 2.4040  -0.19
96 O 0.2599 1.5652 2.1215  -0.08
97 C 5.2751 -1.7320 5.8316  -0.57
98 C 2.3830 -2.4021 -0.6064  1.11
99 H 1.1828 7.0593 -1.5560  0.36
100 H 6.1685 -1.4422 6.3700  0.41
101 H 3.3649 -4.3000 -0.2890  0.41
102 H 0.1677 6.9241 -0.0876  0.30
103 C 3.3807 1.1330 -1.5775  -2.31
104 C -3.3006 -0.6035 -1.3797  0.07
105 C -4.6592 -0.2971 -1.4051  -0.33
106 H 2.8731 5.5258 2.9354  0.41
107 H -4.5913 2.6076 -3.1299  0.43
108 H 1.1225 -3.5344 4.4715  0.67
109 Pb 0.1415 0.1232 0.4462  1.58
110 H 4.3077 0.1768 0.5090  0.49
111 C 4.9133 -3.0666 5.7520  -0.63
112 As -2.5005 -2.2177 -0.5894  0.46
113 C -0.0162 -2.1042 -3.5229  -2.07
114 C -5.0572 -3.7124 -0.7967  -0.11
115 C -4.2260 1.7073 -2.6662  -0.70
116 H -1.5557 -3.5115 1.7310  0.45

Atoms 1-2, force components in eV/Å:
-0.358 0.325 0.002
0.129 -0.492 -0.124

2.
# C5H10I2O

C5H10I2O as an isolated structure in a non-equilibrium geometry (ωB97M-V/def2-TZVPD, OMol25).

M = 339.942 g/mol
HOMO level = -9.3138 eV
gap between HOMO and LUMO = 9.204 eV
charge = 0
lowest unoccupied orbital energy = -0.110 eV
max |F| = 4.183 eV/A

Last column: Mulliken charge in e.
Cartesian coordinates (Å):
1 C 0.1702 -0.0851 0.1979  1.04
2 H 0.4710 -2.2028 -0.2159  0.43
3 H 0.0476 -0.8127 2.3784  0.39
4 C 0.3279 -0.0301 1.7511  -1.58
5 H 1.9688 1.0219 -0.1859  0.37
6 I -2.4503 1.7754 0.0830  0.23
7 C 0.8809 1.2685 -0.3232  -1.48
8 H -0.0791 0.8738 2.1362  0.42
9 H -2.1790 0.0205 -2.3047  0.32
10 H 0.6792 -1.0941 -1.6630  0.31
11 H 1.4305 0.1049 1.8826  0.38
12 H 1.8702 -1.3684 -0.3623  0.45
13 C -1.3075 0.0073 -0.2215  -0.38
14 I -2.4640 -1.6294 0.1544  0.28
15 C 0.8261 -1.2235 -0.4927  -1.55
16 O -1.1961 0.0018 -2.0639  -0.54
17 H 0.3923 1.4286 -1.2370  0.49
18 H 0.6114 1.9434 0.4866  0.43

Atoms 1-2, force components in eV/Å:
-0.092 2.113 0.678
-0.752 -0.332 0.048

3.
# C3H10N4

C3H10N4 as an isolated structure in a non-equilibrium geometry (ωB97M-V/def2-TZVPD, OMol25).

M = 102.141 g/mol
HOMO level = -8.9854 eV
gap between HOMO and LUMO = 9.918 eV
charge = 0
lowest unoccupied orbital energy = 0.932 eV
max |F| = 3.322 eV/A

Last column: Mulliken charge in e.
Cartesian coordinates (Å):
1 H -1.3271 -0.1877 -0.8557  0.35
2 H -0.4736 -1.5593 1.0872  0.23
3 N -0.8078 -0.8028 1.6647  -0.42
4 H 0.2293 1.5818 -0.1022  0.12
5 H 0.3795 -0.5723 -3.2388  0.22
6 C -0.3933 -0.0802 -1.4039  -0.40
7 H 1.8764 0.7246 0.7901  0.35
8 N -0.4083 -0.7711 -2.6359  -0.44
9 H -0.9957 -1.5940 -2.6211  0.24
10 H 1.5659 -0.4234 -1.0721  0.27
11 C 0.8280 0.5938 0.5213  -0.32
12 H -1.2577 -1.0610 2.5281  0.28
13 H 0.4687 1.9101 2.6744  0.23
14 C 0.0103 0.2988 1.7479  0.40
15 N 0.7043 -0.3679 -0.5378  -0.41
16 H -0.3233 1.2558 -1.3142  0.12
17 N -0.0755 1.0548 2.7681  -0.81

Atoms 1-2, force components in eV/Å:
-0.082 -0.386 -0.135
-0.003 0.038 0.008

4.
# C39H50N12O4PS2ScSi

C39H50N12O4PS2ScSi as an isolated structure in a non-equilibrium geometry (ωB97M-V/def2-TZVPD, OMol25).

M = 919.059 g/mol
HOMO level = -1.5808 eV
gap between HOMO and LUMO = 5.087 eV
charge = -2
lowest unoccupied orbital energy = 3.506 eV
max |F| = 1.256 eV/A

Last column: Mulliken charge in e.
Cartesian coordinates (Å):
1 H 1.5109 4.7330 1.1908  0.12
2 H -2.4554 2.4214 1.2065  0.75
3 N -1.1725 3.1478 4.2321  -0.65
4 H 1.6309 1.2331 -5.1519  0.26
5 H 3.3656 0.0556 -2.5920  0.08
6 C 2.9634 -1.7582 -1.4920  1.70
7 C 2.0532 -2.4687 -0.6148  -0.64
8 H -2.1346 6.9822 -2.5442  0.28
9 C 3.5006 4.9919 -1.1676  -1.16
10 H 1.7386 -4.3745 0.3488  0.50
11 N 5.6525 -4.2409 -2.0513  0.99
12 H 4.4757 4.8080 0.7478  0.30
13 C 0.2141 1.7556 2.8962  0.40
14 C 2.6527 -0.4119 -1.8856  -0.87
15 H -2.4549 -0.7017 -4.0863  0.26
16 H 1.4834 5.7058 -1.4313  0.14
17 H -0.8643 7.0714 -0.6007  0.28
18 C 2.4215 -3.8247 -0.2860  -1.00
19 Si -1.3671 -1.8228 -2.0808  1.20
20 H 1.0083 2.4271 -7.0628  0.32
21 O 1.0227 -1.9452 -0.1545  0.76
22 H 1.3023 2.3866 0.3839  -0.03
23 H 2.7464 3.7075 1.8963  0.49
24 C -2.7839 -1.4292 -3.3362  -1.28
25 C 1.4211 0.9638 2.7049  -0.51
26 C -0.0601 2.4401 4.0730  -0.77
27 H 0.2418 4.7510 -4.0426  0.65
28 N 1.6410 0.2973 1.5327  1.32
29 H 1.5527 3.7991 -4.7559  0.37
30 H 0.0597 0.6698 -3.3010  -1.53
31 C -0.3166 3.5241 -5.7488  -0.96
32 H -2.9413 3.6931 3.3356  0.49
33 H 0.6381 2.4101 4.9013  0.50
34 C 4.1235 -2.3580 -1.9568  -0.16
35 H -4.0237 5.3571 -2.8772  0.49
36 H -0.5579 -3.1737 -4.0915  0.51
37 C -2.1745 4.2882 -2.6120  -0.17
38 H -0.6435 1.8221 -7.0431  0.37
39 C 0.1542 2.2202 -6.4112  -0.81
40 N -0.6333 1.7606 1.8653  2.06
41 H -3.6589 -1.0121 -2.8296  0.25
42 O 1.6914 0.2394 -1.5107  0.56
43 C -2.3547 -0.5218 4.2952  -0.94
44 H 4.0963 4.1331 -1.4874  0.31
45 C -3.2717 5.2227 -2.0966  -0.97
46 H -3.7785 4.7711 -1.2404  0.34
47 H -3.0901 -2.3422 -3.8597  0.42
48 N 2.3648 0.7906 3.6034  -0.90
49 H -1.2599 1.3832 -4.2065  0.08
50 C 2.0917 4.8366 -1.7306  0.04
51 C -3.3288 -0.0945 2.1084  0.04
52 C -2.2652 -0.6214 2.9053  0.52
53 H -2.9444 -3.2120 -0.6888  0.28
54 H -1.8863 4.2738 0.0064  -0.19
55 O 6.3999 -3.5864 -2.7735  -0.67
56 C -0.0612 -2.5626 -3.3289  -1.14
57 H -2.1918 6.5594 0.4392  0.44
58 C -3.4857 0.1128 6.3616  -0.16
59 C -0.1751 1.4386 -4.0337  1.41
60 H 0.3345 0.1711 -5.6919  0.42
61 C 0.5553 1.1819 -5.3448  -0.90
62 S -3.2794 -0.0773 0.3851  -0.41
63 H 4.0241 -0.3919 3.4499  0.18
64 C -4.4358 0.4530 2.7732  -0.99
65 H 3.2831 -0.9799 1.0547  0.37
66 N -0.9114 4.4566 -1.8613  0.58
67 N -6.5973 1.6169 5.2324  -0.67
68 H -5.2516 0.8376 2.1747  0.44
69 C -1.7530 2.4474 2.0311  -1.11
70 C 0.4862 3.7784 -4.4746  -0.97
71 H 3.9652 5.8836 -1.5962  0.46
72 H -0.2423 4.8651 0.0727  -0.95
73 C -5.6614 1.1323 4.7655  -0.03
74 N 3.2168 -0.0385 2.9718  0.06
75 H -1.9793 4.5246 -3.6626  0.10
76 H -0.2055 4.3690 -6.4337  0.48
77 P 0.0068 2.9721 -1.8258  -0.79
78 Sc -0.2555 -0.0219 -0.1879  -0.38
79 O 5.9163 -5.3898 -1.7110  -0.69
80 C 3.5682 -4.3829 -0.7472  -0.53
81 C -1.6935 6.3641 -0.5146  -0.94
82 S -0.8684 -1.3611 2.1981  -0.47
83 H 3.8420 -5.3973 -0.4933  0.49
84 C -4.5162 0.5385 4.1591  0.70
85 H 4.7930 -1.8166 -2.6144  0.58
86 N -0.6199 1.8146 -1.0779  0.00
87 H -1.5328 -0.9049 4.8869  0.45
88 H -1.3745 3.4466 -5.4906  0.23
89 C -1.1682 4.9274 -0.5000  0.83
90 H 3.3026 6.1142 0.6702  0.32
91 N 0.2229 2.7428 -3.4892  0.68
92 C 2.4088 4.1555 0.9582  -0.67
93 N 1.5010 3.5879 -1.2734  0.65
94 N -3.5078 0.1423 7.5141  -0.67
95 H 2.9490 2.4491 -0.2249  0.31
96 H 2.1440 4.8447 -2.8201  0.16
97 C 2.0493 3.0534 -0.0328  -0.56
98 C 2.7679 -0.3268 1.7391  -0.86
99 C -3.4506 0.0485 4.9399  0.57
100 H -2.5252 3.2491 -2.5573  0.17
101 C 3.4889 5.0812 0.3644  -0.73
102 C -2.0258 -3.4256 -1.2402  -1.20
103 C -2.6706 6.5638 -1.6870  -0.70
104 H -3.4581 7.2723 -1.4188  0.44
105 C -2.0191 3.1393 3.2065  -1.17
106 C 4.4473 -3.6506 -1.5883  -0.80
107 H -1.2955 -3.8043 -0.5190  0.21
108 H 0.6711 -3.1961 -2.8181  0.24
109 H 0.4932 -1.7690 -3.8448  -0.03
110 H -2.2314 -4.2156 -1.9737  0.38

Atoms 1-2, force components in eV/Å:
-0.017 -0.025 0.024
0.018 -0.045 -0.043